# C3H8N2OS

The molecule C3H8N2OS in a non-equilibrium geometry (ωB97M-V/def2-TZVPD, OMol25).

Properties
* 2S+1: 1
* HOMO-LUMO gap: 9.09 eV
* total charge: 0
* electronic energy: -701.9221 a.u.

Cartesian coordinates (Å):
C: 0.2249 1.0687 -1.4716
C: 0.5772 -0.1135 -0.6027
C: 0.1628 -0.9627 2.6839
N: -1.5078 -0.3619 -2.2472
N: -0.9631 0.6900 -2.2901
O: -0.5376 -0.1039 1.8142
S: -0.9300 -0.6718 0.2907
H: -0.0652 1.9294 -0.8596
H: 1.0380 1.3474 -2.1487
H: 0.9351 -0.9398 -1.2128
H: 1.3092 0.1428 0.1568
H: 0.7394 -1.7136 2.1376
H: -0.5326 -1.4701 3.3576
H: 0.8466 -0.3408 3.2665
H: -1.2969 1.5000 -2.8746

Forces on atoms 1 to 2 (eV/Å):
C 0.266 0.027 0.446
C -0.638 -0.202 0.046